{"formula": "C2H2I2P", "method": "wB97M-V/def2-TZVPD", "max_force_ha_per_bohr": 0.07531, "total_charge": 1, "total_energy_ha": -1013.759973, "symbols": ["C", "C", "P", "I", "I", "H", "H"], "xyz": [[0.669, -0.585, -0.735], [1.083, -0.052, 0.323], [-0.634, 0.394, 1.210], [-2.167, -1.723, 0.087], [-1.534, 2.290, 0.034], [0.635, -0.727, -1.752], [1.948, 0.403, 0.832]]}

=====

{"formula": "C2H2IN2PS", "method": "wB97M-V/def2-TZVPD", "max_force_ha_per_bohr": 0.04867, "total_energy_ha": -1224.045666, "symbols": ["C", "C", "N", "N", "P", "S", "I", "H", "H"], "xyz": [[-1.393, -0.643, -0.408], [-3.979, -0.162, -0.170], [-2.237, -1.502, -0.245], [-3.518, -1.389, -0.078], [0.297, -0.304, -0.774], [-3.022, 1.182, -0.447], [-6.050, 0.021, 0.082], [0.757, -0.779, 0.459], [0.241, 1.027, -0.349]]}

=====

{"formula": "C2H2IN3", "method": "wB97M-V/def2-TZVPD", "max_force_ha_per_bohr": 0.05507, "total_energy_ha": -539.225673, "symbols": ["C", "C", "N", "N", "N", "I", "H", "H"], "xyz": [[0.159, -2.614, -0.581], [-2.010, -0.059, 0.429], [-0.844, -2.607, -1.166], [-1.035, 0.573, 0.434], [0.100, 0.936, 0.636], [-3.970, 0.311, 0.172], [1.010, -2.509, 0.081], [0.593, 0.912, -0.247]]}

=====

| no. | gap between HOMO and LUMO (eV) |
| --- | --- |
| 1 | 7.046 |
| 2 | 8.489 |
| 3 | 8.449 |